Model P:
Density functional theory data (ωB97M-V/def2-TZVPD) for an isolated ion of composition C4H8NOS and charge -1.

Positions of all 15 atoms, in Å:
C1 -0.73 -2.38 0.46
N1 -0.19 -1.10 0.08
C2 -0.73 -0.37 -0.90
O1 -1.56 -0.81 -1.71
C3 -0.30 1.07 -0.92
C4 0.16 1.71 0.40
S1 1.57 0.95 1.27
H1 -0.05 -3.21 0.19
H2 -0.82 -2.40 1.56
H3 -1.67 -2.51 -0.05
H4 0.49 -0.65 0.70
H5 0.47 1.18 -1.68
H6 -1.22 1.51 -1.31
H7 -0.73 1.90 1.02
H8 0.49 2.70 0.11

- Kohn-Sham gap: 6.9 eV
- Net charge: -1
- SMILES: CNC(=O)CC[S-]
- LUMO level: 0.14334 Ha
- HOMO energy: -3.013 eV



Model Q:
Density functional theory data (ωB97M-V/def2-TZVPD) for a 3-piece molecular cluster, C4H8NOS overall.

Positions of all 15 atoms, in Å:
O1 0.33 1.09 0.11
C1 1.37 0.47 0.40
N1 2.49 0.99 0.86
C2 -2.16 2.81 -0.78
C3 -1.41 2.66 -1.85
S1 -0.87 -3.21 0.52
C4 1.33 -1.06 0.33
H1 2.42 2.00 0.84
H2 -1.67 2.58 0.17
H3 -3.13 3.28 -0.73
H4 -1.64 3.03 -2.85
H5 -0.53 2.02 -1.88
H6 1.78 -1.73 1.05
H7 0.30 -1.53 0.25
H8 1.72 -1.26 -0.67

- Kohn-Sham gap: 4.0 eV
- Net charge: -1
- LUMO level: 0.00548 Ha
- HOMO energy: -3.893 eV



Which of them is the most stable, and which is the least stable? model P and model Q, in that order.



Model P:
Density functional theory data (ωB97M-V/def2-TZVPD) for a 2-piece molecular cluster, C5H14S overall.

Positions of all 20 atoms, in Å:
C1 -1.13 0.04 2.00
C2 -1.53 -1.07 1.01
S1 -0.57 -1.47 -0.61
C3 -0.76 -0.09 -1.86
H1 -1.57 0.98 1.99
H2 -0.05 0.22 1.95
H3 -1.21 -0.41 3.10
H4 -1.49 -2.19 1.43
H5 -2.69 -0.91 0.71
H6 -0.41 -0.36 -2.81
H7 -1.56 0.44 -2.02
H8 -0.16 0.81 -1.57
C4 2.31 1.90 0.71
C5 1.98 1.66 -0.72
H9 3.37 1.94 0.66
H10 1.77 2.73 1.33
H11 2.27 0.93 1.42
H12 2.33 0.63 -1.14
H13 2.40 2.29 -1.35
H14 0.89 1.86 -0.82

- Kohn-Sham gap: 9.4 eV
- Net charge: 0
- SMILES: CCSC.CC
- LUMO level: 0.03414 Ha
- HOMO energy: -8.484 eV



Model Q:
Density functional theory data (ωB97M-V/def2-TZVPD) for a 2-piece molecular cluster, C5H14S overall.

Positions of all 20 atoms, in Å:
C1 1.22 -1.74 -0.80
C2 0.08 -0.82 -0.32
S1 -0.76 -1.56 1.12
C3 0.27 -0.98 2.48
H1 0.84 -2.46 -1.52
H2 1.79 -2.24 -0.03
H3 1.89 -1.09 -1.39
H4 0.51 0.12 0.00
H5 -0.59 -0.65 -1.15
H6 0.33 0.11 2.48
H7 -0.31 -1.21 3.37
H8 1.25 -1.44 2.48
C4 0.22 2.41 -1.64
C5 -0.77 3.59 -1.73
H9 1.10 2.58 -2.25
H10 0.55 2.21 -0.63
H11 -0.29 1.51 -2.01
H12 -0.73 4.01 -2.73
H13 -0.50 4.37 -1.02
H14 -1.78 3.26 -1.50

- Kohn-Sham gap: 9.4 eV
- Net charge: 0
- SMILES: CCSC.CC
- LUMO level: 0.03514 Ha
- HOMO energy: -8.414 eV



Model R:
Density functional theory data (ωB97M-V/def2-TZVPD) for a 2-piece molecular cluster, C5H14S overall.

Positions of all 20 atoms, in Å:
C1 1.92 -0.14 1.87
C2 1.07 -1.19 1.18
S1 1.47 -1.62 -0.58
C3 2.13 -0.04 -1.27
H1 1.28 0.30 2.65
H2 1.94 0.76 1.25
H3 2.79 -0.58 2.35
H4 1.14 -2.16 1.70
H5 -0.01 -1.06 1.26
H6 1.62 0.77 -0.74
H7 3.18 0.03 -0.98
H8 1.92 0.15 -2.30
C4 -1.91 0.20 -1.00
C5 -3.16 0.97 -0.60
H9 -1.17 0.71 -1.62
H10 -1.37 -0.05 -0.10
H11 -2.23 -0.66 -1.59
H12 -3.52 0.81 0.41
H13 -4.10 0.77 -1.12
H14 -3.00 2.03 -0.77

- Kohn-Sham gap: 9.3 eV
- Net charge: 0
- SMILES: CCSC.CC
- LUMO level: 0.03394 Ha
- HOMO energy: -8.387 eV



Which of them is the most stable, and which is the least stable? model Q and model P, in that order.



Model P:
Density functional theory data (ωB97M-V/def2-TZVPD) for a 2-piece molecular cluster, C5H14S overall.

Positions of all 20 atoms, in Å:
C1 0.98 -2.04 -1.21
C2 1.98 -1.26 -0.36
C3 2.03 -1.68 1.11
H1 0.89 -3.07 -0.88
H2 1.16 -2.01 -2.28
H3 -0.03 -1.66 -1.01
H4 1.86 -0.17 -0.47
H5 2.97 -1.46 -0.76
H6 3.05 -1.59 1.49
H7 1.38 -1.11 1.77
H8 1.90 -2.76 1.15
C4 -2.13 2.34 -0.88
C5 -0.88 2.03 -0.06
S1 -0.92 0.38 0.75
H9 -2.18 3.41 -1.07
H10 -2.99 2.08 -0.27
H11 -2.16 1.82 -1.83
H12 0.00 1.88 -0.68
H13 -0.69 2.79 0.69
H14 -2.22 0.27 1.07

- Kohn-Sham gap: 9.9 eV
- Net charge: 0
- SMILES: CCC.CCS
- LUMO level: 0.03379 Ha
- HOMO energy: -9.027 eV



Model Q:
Density functional theory data (ωB97M-V/def2-TZVPD) for a 2-piece molecular cluster, C5H14S overall.

Positions of all 20 atoms, in Å:
C1 1.76 -1.76 -0.35
C2 2.02 -0.42 0.40
C3 2.49 0.58 -0.67
H1 1.24 -1.51 -1.27
H2 1.14 -2.44 0.23
H3 2.70 -2.27 -0.58
H4 2.75 -0.62 1.18
H5 1.03 -0.13 0.73
H6 2.87 1.60 -0.46
H7 3.07 0.26 -1.53
H8 1.52 0.97 -1.01
C4 -1.76 1.03 1.46
S1 -1.70 1.12 -0.36
C5 -3.24 0.26 -0.72
H9 -1.69 -0.01 1.78
H10 -2.69 1.35 1.92
H11 -0.90 1.61 1.77
H12 -3.30 0.26 -1.81
H13 -3.22 -0.75 -0.32
H14 -4.10 0.85 -0.39

- Kohn-Sham gap: 9.6 eV
- Net charge: 0
- SMILES: CCC.CSC
- LUMO level: 0.03500 Ha
- HOMO energy: -8.608 eV



Which of them is the most stable, and which is the least stable? model P and model Q, in that order.



Model P:
Density functional theory data (ωB97M-V/def2-TZVPD) for a 2-piece molecular cluster, C4H12O2 overall.

Positions of all 18 atoms, in Å:
C1 -0.07 1.99 0.25
C2 -1.01 0.81 -0.20
C3 -1.81 0.04 0.86
O1 -1.91 1.33 -1.30
H1 0.52 2.06 -0.87
H2 0.56 1.41 1.00
H3 -0.48 2.83 0.76
H4 -0.45 -0.01 -0.68
H5 -0.97 -0.66 1.31
H6 -2.02 0.63 1.71
H7 -2.69 -0.48 0.66
H8 -2.82 1.17 -1.06
C4 2.31 -1.67 -0.68
O2 1.98 -1.98 0.63
H9 3.37 -1.73 -0.64
H10 2.06 -0.60 -0.98
H11 1.98 -2.39 -1.40
H12 1.45 -2.76 0.64

- Kohn-Sham gap: 10.8 eV
- Net charge: 0
- SMILES: CC(C)O.CO
- LUMO level: 0.02804 Ha
- HOMO energy: -10.047 eV



Model Q:
Density functional theory data (ωB97M-V/def2-TZVPD) for a 2-piece molecular cluster, C4H12O2 overall.

Positions of all 18 atoms, in Å:
C1 -2.38 -2.16 -2.66
O1 -1.13 -1.72 -3.16
C2 -0.84 -0.43 -2.65
H1 -3.23 -1.73 -3.19
H2 -2.42 -1.84 -1.60
H3 -2.46 -3.26 -2.69
H4 0.19 -0.09 -2.90
H5 -0.94 -0.46 -1.56
H6 -1.55 0.31 -3.06
C3 2.15 0.30 2.05
O2 1.52 1.57 1.90
C4 1.15 2.29 3.08
H7 1.38 -0.44 2.32
H8 2.94 0.28 2.82
H9 2.60 0.01 1.09
H10 1.99 2.57 3.74
H11 0.49 1.59 3.63
H12 0.57 3.20 2.83

- Kohn-Sham gap: 10.7 eV
- Net charge: 0
- SMILES: COC.COC
- LUMO level: 0.03302 Ha
- HOMO energy: -9.802 eV



Which of them is the most stable, and which is the least stable? model Q and model P, in that order.



Model P:
Density functional theory data (ωB97M-V/def2-TZVPD) for a 3-piece molecular cluster, C4H12O2 overall.

Positions of all 18 atoms, in Å:
C1 -0.69 1.66 1.20
C2 -0.65 0.34 0.47
C3 -1.57 -0.62 0.56
C4 -1.48 -1.89 -0.22
H1 -0.88 2.54 0.57
H2 -1.52 1.65 1.91
H3 0.21 1.77 1.79
H4 0.09 0.26 -0.33
H5 -2.33 -0.60 1.35
H6 -0.91 -1.73 -1.13
H7 -2.47 -2.23 -0.50
H8 -1.05 -2.66 0.40
O1 4.44 -1.77 1.04
H9 5.38 -1.58 1.05
H10 4.36 -2.68 1.35
O2 -1.02 2.16 -2.79
H11 -1.21 1.80 -1.91
H12 -0.59 3.01 -2.68

- Kohn-Sham gap: 10.2 eV
- Net charge: 0
- SMILES: C/C=C/C.O.O
- LUMO level: 0.03325 Ha
- HOMO energy: -9.320 eV



Model Q:
Density functional theory data (ωB97M-V/def2-TZVPD) for a 2-piece molecular cluster, C4H12O2 overall.

Positions of all 18 atoms, in Å:
C1 -1.28 -1.95 2.02
C2 -1.39 -1.58 0.54
O1 -1.10 -2.63 -0.21
H1 -2.10 -2.60 2.39
H2 -1.33 -0.99 2.56
H3 -0.32 -2.44 2.25
H4 -2.40 -1.17 0.34
H5 -0.65 -0.79 0.29
H6 -1.79 -3.32 -0.13
C3 1.51 2.98 -1.03
C4 1.07 1.50 -1.25
O2 2.20 0.65 -1.28
H7 2.06 3.37 -1.91
H8 2.15 3.09 -0.14
H9 0.60 3.58 -0.89
H10 0.51 1.14 -0.37
H11 0.42 1.38 -2.13
H12 1.83 -0.23 -1.06

- Kohn-Sham gap: 10.9 eV
- Net charge: 0
- SMILES: CCO.CCO
- LUMO level: 0.02767 Ha
- HOMO energy: -10.166 eV



Model R:
Density functional theory data (ωB97M-V/def2-TZVPD) for a 3-piece molecular cluster, C4H12O2 overall.

Positions of all 18 atoms, in Å:
C1 1.00 1.90 0.30
C2 0.73 0.77 1.24
C3 0.16 -0.34 0.80
C4 -0.01 -1.55 1.66
H1 1.34 1.61 -0.69
H2 0.03 2.33 -0.02
H3 1.66 2.73 0.62
H4 1.00 0.90 2.28
H5 -0.14 -0.51 -0.22
H6 0.77 -2.29 1.43
H7 0.07 -1.32 2.73
H8 -0.94 -2.08 1.45
O1 0.05 -0.96 -2.64
H9 0.93 -0.95 -2.28
H10 -0.41 -0.30 -2.06
O2 -1.92 0.38 -1.55
H11 -2.15 -0.23 -2.27
H12 -2.18 -0.10 -0.77

- Kohn-Sham gap: 9.9 eV
- Net charge: 0
- SMILES: C/C=C/C.O.O
- LUMO level: 0.02783 Ha
- HOMO energy: -9.153 eV



Model S:
Density functional theory data (ωB97M-V/def2-TZVPD) for a 2-piece molecular cluster, C4H12O2 overall.

Positions of all 18 atoms, in Å:
C1 -1.23 0.35 2.38
C2 -1.22 1.46 1.32
C3 -0.63 0.97 0.00
C4 -0.01 2.04 -0.88
O1 -1.66 0.29 -0.74
H1 -0.24 0.26 2.82
H2 -1.62 -0.57 1.95
H3 -1.96 0.60 3.15
H4 -2.24 1.79 1.09
H5 -0.75 2.36 1.73
H6 0.11 0.19 0.14
H7 0.64 1.53 -1.59
H8 -0.80 2.49 -1.48
H9 0.42 2.89 -0.34
H10 -2.33 0.94 -0.96
O2 4.12 -4.36 -1.77
H11 3.22 -4.27 -1.45
H12 4.03 -4.93 -2.56

- Kohn-Sham gap: 11.2 eV
- Net charge: 0
- SMILES: CC[C@H](C)O.O
- LUMO level: 0.03368 Ha
- HOMO energy: -10.252 eV



Which of them is the most stable, and which is the least stable? model S and model Q, in that order.



Model P:
Density functional theory data (ωB97M-V/def2-TZVPD) for the molecule C6H5NO2.

Positions of all 14 atoms, in Å:
O1 0.16 -1.65 -1.88
C1 0.01 -1.04 -0.83
C2 -0.53 -1.56 0.53
C3 -1.14 -0.65 1.38
C4 -0.88 0.79 1.14
C5 0.31 1.73 1.31
N1 -0.21 1.27 0.01
C6 0.56 0.39 -0.71
O2 1.64 0.56 -1.13
H1 -0.80 -2.60 0.57
H2 -1.77 -0.96 2.17
H3 -1.80 1.44 1.16
H4 0.12 2.77 1.56
H5 1.23 1.19 1.68

- Kohn-Sham gap: 9.1 eV
- Net charge: 0
- SMILES: O=C1C=C[C@H]2CN2C1=O
- LUMO level: -0.01608 Ha
- HOMO energy: -9.522 eV



Model Q:
Density functional theory data (ωB97M-V/def2-TZVPD) for C6H5NO2 as an isolated structure.

Positions of all 14 atoms, in Å:
C1 -0.45 1.09 1.84
C2 -1.13 0.32 0.71
C3 0.54 -1.99 0.35
C4 0.19 -0.56 0.64
C5 0.68 -0.89 -1.73
C6 0.29 0.09 -0.70
N1 -0.82 0.85 -0.55
O1 0.63 0.16 1.78
O2 0.80 -2.11 -0.90
H1 -0.92 1.06 2.82
H2 -0.07 -1.06 -2.50
H3 1.66 -0.69 -2.19
H4 -0.18 2.12 1.52
H5 -1.22 1.60 -1.09

- Kohn-Sham gap (alpha / beta): 7.7 / 7.7 eV
- Net charge: 0
- LUMO level (alpha / beta): -0.01271 / -0.01266 Ha
- HOMO energy (alpha / beta): -8.086 / -8.091 eV



Which of them is the most stable, and which is the least stable? model P and model Q, in that order.



Model P:
Density functional theory data (ωB97M-V/def2-TZVPD) for C45H48BaN9O4S2 as an isolated structure.

Positions of all 109 atoms, in Å:
Ba1 -0.26 0.60 0.95
C1 -6.11 -4.62 -0.76
C2 -4.84 -3.84 -0.59
C3 -3.75 -4.03 -1.38
C4 -2.52 -3.32 -1.18
C5 -1.49 -3.61 -2.08
N1 -0.19 -3.44 -2.00
C6 0.63 -3.16 -0.82
C7 2.08 -3.60 -1.04
C8 2.83 -2.77 -2.09
N2 2.84 -1.36 -1.73
C9 1.96 -0.45 -2.09
C10 0.95 -0.46 -3.06
C11 0.94 -1.18 -4.29
C12 -0.13 -1.13 -5.14
C13 -0.14 -1.82 -6.47
C14 -1.25 -0.35 -4.74
C15 -1.29 0.41 -3.60
C16 -2.54 1.10 -3.24
N3 -2.63 2.01 -2.37
C17 -3.96 2.42 -1.96
C18 -4.12 2.08 -0.47
C19 -3.89 0.60 -0.21
N4 -3.72 0.30 1.21
C20 -3.62 -0.91 1.55
C21 -3.64 -2.07 0.60
C22 -4.75 -2.83 0.41
C23 -2.45 -2.28 -0.19
O1 -1.45 -1.54 -0.04
C24 -0.16 0.38 -2.69
O2 -0.17 0.98 -1.58
H1 -6.05 -5.30 -1.61
H2 -6.96 -3.95 -0.92
H3 -6.33 -5.21 0.13
H4 -3.79 -4.77 -2.17
H5 -1.79 -4.08 -3.02
H6 0.32 -3.64 -2.85
H7 0.20 -3.70 0.02
H8 0.58 -2.11 -0.57
H9 2.13 -4.65 -1.32
H10 2.58 -3.50 -0.08
H11 2.40 -2.89 -3.08
H12 3.86 -3.12 -2.16
H13 3.35 -1.10 -0.89
H14 1.98 0.42 -1.45
H15 1.82 -1.72 -4.61
H16 0.75 -2.44 -6.60
H17 -0.17 -1.10 -7.29
H18 -1.01 -2.47 -6.58
H19 -2.12 -0.35 -5.38
H20 -3.44 0.71 -3.75
H21 -4.75 1.92 -2.55
H22 -4.07 3.49 -2.09
H23 -5.11 2.38 -0.12
H24 -3.38 2.65 0.10
H25 -2.98 0.29 -0.74
H26 -4.71 0.01 -0.64
H27 -3.47 -1.12 2.61
H28 -5.63 -2.64 1.02
C25 8.56 2.15 -0.89
C26 7.18 1.99 -0.33
C27 6.06 2.02 -1.16
C28 4.78 1.88 -0.65
C29 4.61 1.70 0.72
C30 5.70 1.67 1.57
C31 6.98 1.82 1.04
S1 2.99 1.43 1.37
O3 3.07 1.59 2.80
O4 2.10 2.34 0.65
N5 2.51 -0.02 0.94
C32 2.54 -1.06 1.86
C33 3.66 -1.47 2.58
C34 3.56 -2.56 3.41
C35 2.34 -3.24 3.52
C36 1.28 -2.76 2.77
N6 1.36 -1.71 1.96
H29 8.55 2.28 -1.97
H30 9.17 1.27 -0.66
H31 9.06 3.01 -0.44
H32 6.19 2.17 -2.23
H33 3.92 1.93 -1.30
H34 5.55 1.56 2.63
H35 7.83 1.81 1.70
H36 4.59 -0.93 2.48
H37 4.41 -2.89 3.99
H38 2.22 -4.09 4.16
H39 0.31 -3.24 2.82
C37 -3.40 1.23 6.00
N7 -3.04 2.32 5.12
C38 -3.63 3.57 5.10
C39 -2.99 4.30 4.17
N8 -2.01 3.48 3.62
C40 -2.04 2.25 4.22
S2 -1.03 0.93 4.02
C41 -1.16 3.93 2.57
C42 -0.38 5.06 2.78
C43 0.32 5.57 1.69
C44 0.20 4.95 0.46
C45 -0.58 3.82 0.37
N9 -1.24 3.29 1.41
H40 -4.25 1.54 6.60
H41 -2.56 0.97 6.64
H42 -3.67 0.35 5.41
H43 -4.46 3.82 5.74
H44 -3.15 5.30 3.82
H45 -0.33 5.51 3.76
H46 0.95 6.44 1.82
H47 0.72 5.33 -0.41
H48 -0.70 3.29 -0.58

- Kohn-Sham gap: 7.2 eV
- Net charge: +1
- LUMO level: -0.09837 Ha
- HOMO energy: -9.914 eV



Model Q:
Density functional theory data (ωB97M-V/def2-TZVPD) for C45H48BaN9O4S2 as an isolated structure.

Positions of all 109 atoms, in Å:
Ba1 -0.78 -0.70 1.25
C1 2.05 -6.31 4.37
C2 1.49 -5.36 3.37
C3 2.25 -4.80 2.39
C4 1.72 -3.95 1.38
C5 2.70 -3.43 0.52
N1 2.69 -2.92 -0.69
C6 1.65 -2.98 -1.69
C7 1.94 -1.92 -2.75
C8 0.77 -1.69 -3.70
N2 -0.38 -1.18 -2.99
C9 -1.55 -1.02 -3.54
C10 -2.71 -0.58 -2.89
C11 -3.89 -0.47 -3.65
C12 -5.08 -0.09 -3.08
C13 -6.35 0.02 -3.87
C14 -5.09 0.18 -1.70
C15 -3.98 0.06 -0.90
C16 -4.13 0.33 0.52
N3 -3.24 0.19 1.41
C17 -3.56 0.58 2.75
C18 -3.06 -0.41 3.79
C19 -3.30 -1.87 3.38
N4 -2.17 -2.36 2.62
C20 -1.63 -3.43 3.03
C21 -0.40 -4.02 2.58
C22 0.15 -4.93 3.45
C23 0.32 -3.56 1.41
O1 -0.21 -2.83 0.55
C24 -2.70 -0.32 -1.46
O2 -1.66 -0.45 -0.77
H1 3.13 -6.30 4.35
H2 1.71 -7.32 4.16
H3 1.71 -6.06 5.38
H4 3.30 -5.05 2.34
H5 3.71 -3.50 0.93
H6 3.57 -2.57 -1.04
H7 0.68 -2.82 -1.21
H8 1.66 -3.97 -2.15
H9 2.80 -2.21 -3.34
H10 2.16 -0.97 -2.26
H11 0.50 -2.63 -4.19
H12 1.07 -0.97 -4.46
H13 -0.30 -0.90 -2.00
H14 -1.62 -1.26 -4.60
H15 -3.85 -0.70 -4.70
H16 -6.17 -0.17 -4.92
H17 -6.79 1.00 -3.76
H18 -7.07 -0.71 -3.51
H19 -6.03 0.47 -1.26
H20 -5.13 0.70 0.79
H21 -4.65 0.74 2.87
H22 -3.05 1.54 2.91
H23 -3.56 -0.21 4.73
H24 -1.99 -0.27 3.95
H25 -4.19 -1.93 2.76
H26 -3.45 -2.49 4.28
H27 -2.07 -3.94 3.91
H28 -0.45 -5.29 4.28
C25 6.64 0.49 0.16
C26 5.33 0.48 0.88
C27 4.14 0.73 0.20
C28 2.92 0.70 0.86
C29 2.89 0.42 2.22
C30 4.06 0.18 2.91
C31 5.27 0.22 2.25
S1 1.31 0.10 3.00
O3 1.00 -1.22 2.45
O4 1.44 0.13 4.43
N5 0.21 1.05 2.40
C32 -0.09 2.27 2.91
C33 0.70 2.93 3.87
C34 0.29 4.16 4.32
C35 -0.88 4.73 3.82
C36 -1.58 4.01 2.87
N6 -1.21 2.82 2.42
H29 6.51 0.26 -0.89
H30 7.32 -0.23 0.61
H31 7.10 1.47 0.24
H32 4.16 0.96 -0.85
H33 2.00 0.90 0.32
H34 4.00 -0.04 3.97
H35 6.19 0.02 2.79
H36 1.60 2.46 4.24
H37 0.87 4.69 5.07
H38 -1.23 5.69 4.16
H39 -2.49 4.40 2.42
C37 3.76 2.86 -4.59
N7 2.44 3.37 -4.37
C38 1.86 4.46 -4.98
C39 0.59 4.56 -4.53
N8 0.38 3.53 -3.63
C40 1.53 2.80 -3.54
S2 1.78 1.41 -2.68
C41 -0.79 3.32 -2.87
C42 -2.04 3.54 -3.44
C43 -3.15 3.38 -2.63
C44 -2.97 3.02 -1.31
C45 -1.68 2.78 -0.85
N9 -0.62 2.93 -1.62
H40 4.45 3.67 -4.79
H41 3.77 2.16 -5.44
H42 4.06 2.32 -3.69
H43 2.39 5.08 -5.67
H44 -0.16 5.28 -4.76
H45 -2.15 3.82 -4.48
H46 -4.14 3.55 -3.03
H47 -3.80 2.93 -0.63
H48 -1.48 2.48 0.17

- Kohn-Sham gap: 7.0 eV
- Net charge: +1
- LUMO level: -0.10013 Ha
- HOMO energy: -9.691 eV



Which of them is the most stable, and which is the least stable? model P and model Q, in that order.